The following is a DFT calculation (ωB97M-V/def2-TZVPD) of the molecule C4H9NO2.

Properties
multiplicity	1
SMILES string	CCCOC(N)=O
orbital gap	10.9550	eV
relative energy (zero: lowest compared OMol25 entry of this formula, charge and spin)	75.4	kJ/mol
HOMO level	-10.0	eV

Structure (XYZ):
```
16
Properties=species:S:1:pos:R:3:nbo_charge:R:1
C -2.6530 0.0653 -0.0753 -0.61
C -1.2404 0.6095 -0.2583 -0.41
C -0.2308 -0.2391 0.4923 -0.08
O 1.0547 0.3851 0.3604 -0.49
C 2.0789 -0.3974 0.0217 0.89
N 3.2495 0.4102 -0.1562 -0.88
O 2.0180 -1.5959 -0.1262 -0.61
H -2.9364 0.0582 0.9836 0.20
H -3.3842 0.6772 -0.6100 0.22
H -2.7340 -0.9607 -0.4524 0.21
H -0.9669 0.6264 -1.3215 0.20
H -1.1753 1.6433 0.1015 0.21
H -0.4640 -0.2907 1.5633 0.18
H -0.1760 -1.2589 0.1006 0.21
H 3.9663 0.0506 0.4701 0.38
H 3.5937 0.2169 -1.0935 0.38
```